(P)
C4H14N2O5 | ωB97M-V/def2-TZVPD

Last column: Mulliken charge in e.
Positions of all 25 atoms, in Å:
C1 -0.719 -0.486 1.787  0.01
N1 0.061 0.629 1.710  0.09
C2 1.465 0.447 2.096  -1.09
C3 -0.180 1.568 0.615  -1.15
C4 0.517 1.190 -0.686  0.64
N2 -0.002 0.367 -1.630  -0.25
O1 1.620 1.698 -0.891  -0.62
O2 -1.735 -0.709 1.180  -0.56
H1 -0.306 -1.168 2.549  0.40
H2 1.490 0.645 3.156  0.38
H3 2.084 1.201 1.620  0.39
H4 1.949 -0.509 1.937  0.36
H5 -1.252 1.621 0.479  0.50
H6 0.268 2.519 0.863  0.37
H7 -0.906 -0.081 -1.610  0.22
H8 0.256 0.591 -2.584  0.29
H9 3.918 0.034 -1.217  0.31
H10 2.476 -0.485 -1.638  0.33
O3 3.425 -0.586 -1.755  -0.65
H11 -2.338 -2.990 -0.840  0.31
H12 -1.310 -3.220 -1.950  0.30
O4 -1.397 -3.106 -0.998  -0.61
H13 -2.593 0.318 -0.097  0.39
H14 -3.709 -0.069 -1.203  0.28
O5 -3.081 0.582 -0.893  -0.65

The gap between HOMO and LUMO is 10.20 eV. As for the SMILES: CN(C=O)CC(N)=O.O.O.O. Its charge is 0.

=====

(Q)
C4H14N2O5 | ωB97M-V/def2-TZVPD

Last column: Mulliken charge in e.
Positions of all 25 atoms, in Å:
O1 -0.357 2.102 -1.756  -0.61
C1 -0.504 1.043 -1.195  0.39
N1 -1.278 0.044 -1.738  -0.13
C2 -1.595 -1.200 -1.144  0.18
O2 -1.985 -2.083 -1.861  -0.56
C3 0.241 0.802 0.155  0.53
C4 1.264 1.941 0.388  -1.49
N2 0.780 -0.557 0.185  -0.35
H1 -1.414 0.091 -2.727  0.25
H2 -1.471 -1.120 -0.064  0.33
H3 -0.440 0.838 1.008  0.24
H4 2.016 1.548 1.074  0.36
H5 1.616 2.236 -0.592  0.34
H6 0.850 2.818 0.879  0.36
H7 1.558 -0.678 -0.429  0.18
H8 0.944 -0.865 1.135  0.05
H9 -1.704 0.590 3.712  0.29
H10 -1.203 -0.795 3.495  0.34
O3 -2.001 -0.261 3.388  -0.63
H11 2.787 -1.103 -2.750  0.29
H12 3.923 -1.290 -1.737  0.29
O4 3.047 -0.913 -1.846  -0.64
H13 1.345 -1.143 2.953  0.31
H14 1.452 -0.413 4.266  0.27
O5 0.875 -0.496 3.498  -0.61

The gap between HOMO and LUMO is 9.46 eV. As for the SMILES: C[C@H](N)C(=O)NC=O.O.O.O. Its charge is 0.

=====

(R)
C4H14N2O5 | ωB97M-V/def2-TZVPD

Last column: Mulliken charge in e.
Positions of all 25 atoms, in Å:
N1 0.732 1.607 1.331  -0.47
C1 -0.794 1.745 1.001  -0.76
C2 -1.016 2.277 -0.527  0.62
N2 -0.810 1.340 -1.498  -0.14
C3 -0.153 0.046 -1.535  0.37
C4 0.421 -0.122 -2.929  -0.30
O1 1.212 -1.021 -3.131  -0.45
O2 -1.436 3.422 -0.878  -0.66
H1 1.122 2.526 1.560  0.25
H2 1.283 1.259 0.574  0.28
H3 -1.164 2.388 1.749  0.41
H4 -1.461 0.924 1.067  0.23
H5 -0.884 1.758 -2.437  0.21
H6 -0.770 -0.816 -1.423  0.12
H7 0.572 0.137 -0.680  -0.03
H8 0.417 0.567 -3.832  0.35
H9 -0.066 -2.857 -0.938  0.26
H10 1.262 -2.782 -0.043  0.32
O3 0.287 -2.671 -0.130  -0.57
H11 -1.098 -1.216 2.097  0.25
H12 -1.556 -2.598 2.329  0.29
O4 -1.766 -1.789 1.967  -0.56
H13 1.933 -0.642 2.377  0.31
H14 1.504 -2.000 1.814  0.31
O5 2.228 -1.483 2.114  -0.63

The gap between HOMO and LUMO is 9.86 eV. As for the SMILES: NCC(=O)NCC=O.O.O.O. Its charge is 0.

=====

Most stable: (P). Least stable: (R).

=====

(P)
C3H11NO2 | ωB97M-V/def2-TZVPD

Last column: Mulliken charge in e.
Positions of all 17 atoms, in Å:
C1 1.062 0.362 1.257  -0.52
C2 0.431 0.698 -0.105  -0.31
C3 1.518 0.938 -1.146  -0.59
O1 2.176 -0.321 -1.537  -0.52
N1 0.100 -0.055 2.273  -0.64
H1 1.821 -0.412 0.997  0.26
H2 1.653 1.214 1.616  0.35
H3 -0.311 -0.023 -0.459  0.30
H4 0.048 1.731 -0.014  0.22
H5 1.143 1.303 -2.097  0.30
H6 2.268 1.515 -0.585  0.35
H7 3.081 -0.171 -1.324  0.30
H8 -0.026 -1.062 2.271  0.25
H9 0.581 0.091 3.158  0.25
H10 -4.554 -1.544 -1.203  0.32
H11 -5.788 -2.011 -1.912  0.32
O2 -5.202 -2.253 -1.189  -0.64

The gap between HOMO and LUMO is 10.34 eV. As for the SMILES: NCCCO.O. Its charge is 0.

=====

(Q)
C3H11NO2 | ωB97M-V/def2-TZVPD

Last column: Mulliken charge in e.
Positions of all 17 atoms, in Å:
O1 1.531 -1.926 -2.022  -0.56
N1 -1.030 0.257 1.156  -0.63
C1 1.769 -1.133 -0.894  -0.47
C2 0.253 0.196 0.645  -0.32
C3 0.446 -1.118 -0.056  -0.59
H1 1.264 -2.823 -1.730  0.31
H2 -1.364 1.224 1.073  0.27
H3 -1.618 -0.302 0.527  0.25
H4 2.123 -0.184 -1.341  0.32
H5 2.620 -1.586 -0.349  0.25
H6 0.451 0.893 -0.192  0.32
H7 0.960 0.440 1.461  0.27
H8 -0.323 -1.199 -0.847  0.33
H9 0.353 -2.009 0.596  0.32
O2 -2.418 2.727 0.500  -0.67
H10 -2.084 3.073 1.359  0.31
H11 -2.935 3.471 0.117  0.31

The gap between HOMO and LUMO is 9.55 eV. As for the SMILES: NCCCO.O. Its charge is 0.

=====

Most stable: (P). Least stable: (Q).

=====

(P)
C3H7OPS2 | ωB97M-V/def2-TZVPD

Last column: Mulliken charge in e.
Positions of all 14 atoms, in Å:
C1 -0.897 -1.531 -0.760  -0.20
C2 0.282 -1.785 -0.855  -0.06
C3 1.761 -1.728 -0.946  -0.77
O1 0.241 2.321 -0.032  -0.47
P1 -0.848 2.363 1.263  0.30
S1 -0.343 0.554 2.230  -0.26
S2 -2.537 1.930 -0.007  -0.21
H1 0.181 -0.130 1.077  0.11
H2 -1.888 -1.856 -0.551  0.36
H3 2.104 -1.891 -2.033  0.28
H4 2.050 -0.735 -0.508  0.23
H5 2.121 -2.523 -0.165  0.26
H6 1.010 2.734 0.320  0.31
H7 -3.237 2.277 0.966  0.12

The gap between HOMO and LUMO is 9.56 eV. As for the SMILES: OP(S)S.C#CC. Its charge is 0.

=====

(Q)
C3H7OPS2 | ωB97M-V/def2-TZVPD

Last column: Mulliken charge in e.
Positions of all 14 atoms, in Å:
C1 -1.856 -0.735 0.341  -0.34
C2 -1.780 0.225 -0.897  -0.55
C3 2.656 0.579 0.422  -0.92
O1 -0.731 -0.727 0.992  -0.60
P1 0.040 1.865 0.857  0.30
S1 -1.815 1.886 -0.115  -0.14
S2 1.312 1.335 -0.635  -0.04
H1 -2.623 -0.534 1.096  0.32
H2 -2.219 -1.700 -0.013  0.32
H3 -0.882 0.153 -1.348  0.25
H4 -2.677 0.000 -1.494  0.35
H5 2.777 0.994 1.326  0.40
H6 3.543 0.767 -0.163  0.31
H7 2.487 -0.434 0.624  0.33

The gap between HOMO and LUMO (spin up / spin down) is 7.00 / 6.70 eV. Its charge is 0.

=====

Most stable: (P). Least stable: (Q).

=====

(P)
C3H4N3O2S | ωB97M-V/def2-TZVPD

Last column: Mulliken charge in e.
Positions of all 13 atoms, in Å:
C1 -0.889 0.573 -0.488  0.43
C2 -0.078 -1.201 -1.783  0.15
C3 1.417 -0.153 -0.148  -0.63
N1 -1.170 0.654 0.788  0.19
N2 0.148 -0.257 -0.843  0.09
N3 -0.769 -0.159 1.713  -0.66
O1 -1.528 1.163 -1.343  -0.67
O2 0.749 -1.983 -2.211  -0.46
S1 -0.991 0.480 3.167  -0.57
H1 1.027 -0.135 0.866  0.29
H2 2.014 -1.112 -0.500  0.27
H3 1.859 0.760 -0.364  0.26
H4 -1.790 1.371 1.145  0.32

The gap between HOMO and LUMO (spin up / spin down) is 7.46 / 5.36 eV. Its charge is -1.

=====

(Q)
C3H4N3O2S | ωB97M-V/def2-TZVPD

Last column: Mulliken charge in e.
Positions of all 13 atoms, in Å:
C1 3.219 -0.680 -0.578  -0.06
C2 1.155 -0.499 -0.551  0.30
C3 -3.657 0.327 0.512  -0.04
N1 2.074 -1.232 -1.132  -0.63
N2 2.966 0.366 0.178  -0.83
N3 1.651 0.399 0.324  0.29
O1 -0.949 0.849 0.051  -0.72
O2 -4.700 0.201 -0.099  -0.49
S1 -0.652 -0.503 -0.622  -0.01
H1 4.246 -0.921 -0.693  0.41
H2 -3.311 -0.422 1.105  0.28
H3 -3.102 1.200 0.532  0.22
H4 1.061 0.916 0.973  0.29

The gap between HOMO and LUMO is 6.59 eV. Its charge is -1.

=====

Most stable: (Q). Least stable: (P).